No. 1
2 unconnected molecules or ions with the total composition C3H7IN, computed with wB97M-V/def2-TZVPD.

CARTESIAN COORDINATES (ANGSTROEM)
1 C -1.19880 0.03682 -0.98193
2 C -0.21411 -0.09061 1.31948
3 C 1.15838 0.14094 -0.49676
4 N -0.25955 0.02885 -0.08550
5 I -1.00316 -0.15095 -2.98427
6 H -2.57516 0.32886 -0.41348
7 H 0.68704 0.31333 1.87985
8 H -0.29963 -1.10292 1.64706
9 H -1.17190 0.28836 1.79337
10 H 1.39446 -0.18714 -1.59744
11 H 1.83875 -0.63911 0.12354
12 H 1.64367 1.03357 -0.20391

Properties
**E_LUMO (spin up / spin down)**: -4.75 / -9.36 eV
**Expectation value of S²**: 2.01
**Gap between HOMO and LUMO (spin up / spin down)**: 6.1773 / 5.2251 eV
**2S+1**: 3
**Calculated total energy**: -12800.896 eV
**Total charge**: +1

Mulliken analysis output, partial charges in e: atom 1 (C): 0.054, atom 2 (C): -0.959, atom 3 (C): -1.055, atom 4 (N): 0.022, atom 5 (I): 0.678, atom 6 (H): 0.352, atom 7 (H): 0.332, atom 8 (H): 0.396, atom 9 (H): 0.291, atom 10 (H): 0.185, atom 11 (H): 0.334, atom 12 (H): 0.371

=====

No. 2
A single C20H29N3O2 molecule, computed with wB97M-V/def2-TZVPD.

CARTESIAN COORDINATES (ANGSTROEM)
1 C -6.58282 -2.74247 0.07756
2 C -5.51412 -1.69174 0.09223
3 C -4.28036 -1.93272 -0.50089
4 C -3.27881 -0.98185 -0.50113
5 C -3.49443 0.25123 0.10608
6 C -4.72789 0.50264 0.70161
7 C -5.72080 -0.45781 0.69300
8 H -6.67015 -0.24098 1.16168
9 H -4.90952 1.45850 1.17509
10 N -2.54008 1.27318 0.13644
11 C -1.23228 1.23107 -0.27172
12 O -0.67912 0.21890 -0.68430
13 N -0.55709 2.40467 -0.15269
14 C -1.10945 3.73400 0.02038
15 C -0.25018 4.59880 -0.90091
16 H -0.61504 4.51555 -1.92600
17 C 1.12979 3.96163 -0.77466
18 C 0.85424 2.47666 -0.53294
19 H 1.00839 1.86191 -1.42778
20 C 1.75461 1.92060 0.59788
21 O 2.46191 2.63821 1.27802
22 N 1.66333 0.59353 0.72881
23 H 0.98416 0.09976 0.15681
24 C 2.41465 -0.15958 1.70346
25 H 1.72467 -0.61289 2.42530
26 H 3.05434 0.55522 2.22748
27 C 3.26833 -1.25639 1.05354
28 C 4.23101 -0.66650 0.02272
29 C 5.10591 -1.75895 -0.58432
30 C 4.24138 -2.83832 -1.22852
31 C 3.27858 -3.42951 -0.20352
32 C 2.40234 -2.33461 0.39899
33 H 1.72643 -2.76663 1.14068
34 H 1.79330 -1.89090 -0.39079
35 H 2.65072 -4.18783 -0.67602
36 H 3.85017 -3.91607 0.59078
37 H 4.87480 -3.62575 -1.64268
38 H 3.66967 -2.40109 -2.05021
39 H 5.77701 -1.32514 -1.32858
40 H 5.72152 -2.20815 0.19879
41 H 4.85449 0.09522 0.49515
42 H 3.65593 -0.18109 -0.76858
43 H 3.85538 -1.72364 1.85277
44 H 1.65989 4.35191 0.09667
45 H 1.74739 4.12135 -1.65534
46 H -0.25830 5.64665 -0.60964
47 H -0.99970 4.05527 1.06393
48 H -2.16258 3.77569 -0.26398
49 H -2.84913 2.11057 0.60593
50 H -2.32892 -1.18846 -0.96347
51 H -4.09903 -2.88658 -0.97502
52 H -6.23899 -3.64066 0.58944
53 H -7.48508 -2.38750 0.56912
54 H -6.83044 -3.01887 -0.94667

Properties
**E_LUMO**: 0.64 eV
**Gap between HOMO and LUMO**: 8.8300 eV
**Calculated total energy**: -29778.389 eV
**SMILES string**: Cc1ccc(NC(=O)N2CCC[C@H]2C(=O)NCC2CCCCC2)cc1

Mulliken analysis output, partial charges in e: atom 1 (C): -1.354, atom 2 (C): 0.780, atom 3 (C): -0.786, atom 4 (C): -0.421, atom 5 (C): 0.793, atom 6 (C): -0.661, atom 7 (C): -0.838, atom 8 (H): 0.286, atom 9 (H): 0.320, atom 10 (N): -0.051, atom 11 (C): 0.732, atom 12 (O): -0.833, atom 13 (N): 0.043, atom 14 (C): -0.583, atom 15 (C): -0.792, atom 16 (H): 0.321, atom 17 (C): -0.777, atom 18 (C): -0.289, atom 19 (H): 0.430, atom 20 (C): 0.366, atom 21 (O): -0.706, atom 22 (N): 0.223, atom 23 (H): 0.205, atom 24 (C): -1.515, atom 25 (H): 0.412, atom 26 (H): 0.500, atom 27 (C): 0.466, atom 28 (C): -0.637, atom 29 (C): -0.889, atom 30 (C): -0.554, atom 31 (C): -0.902, atom 32 (C): -0.723, atom 33 (H): 0.382, atom 34 (H): 0.241, atom 35 (H): 0.376, atom 36 (H): 0.373, atom 37 (H): 0.322, atom 38 (H): 0.295, atom 39 (H): 0.365, atom 40 (H): 0.369, atom 41 (H): 0.390, atom 42 (H): 0.195, atom 43 (H): 0.352, atom 44 (H): 0.298, atom 45 (H): 0.403, atom 46 (H): 0.385, atom 47 (H): 0.192, atom 48 (H): 0.498, atom 49 (H): 0.165, atom 50 (H): 0.500, atom 51 (H): 0.364, atom 52 (H): 0.321, atom 53 (H): 0.327, atom 54 (H): 0.322

=====

Listing relative energy (zero: lowest compared OMol25 entry of this formula, charge and spin) for the structures above in their given order: 291.7 0.0 kJ/mol.